[1]
A single C6H10N2O2 molecule in a non-equilibrium geometry. Source: OMol25; level of theory: the ωB97M-V functional and the def2-TZVPD basis.

Last column: natural (NBO) charge in e.
Positions of all 20 atoms, in Å:
O -0.040 2.530 -1.501  -0.54
O 1.630 1.172 -2.049  -0.66
N -1.439 -0.071 -2.162  -0.61
N 0.342 -0.893 -0.733  -0.68
C -0.856 0.323 0.891  -0.25
C 0.723 -1.612 1.601  -0.62
C 0.374 1.419 -1.643  0.73
C 0.518 -0.460 0.639  -0.07
C -0.454 0.156 -1.373  0.34
C -0.914 1.584 1.326  -0.34
H -1.749 1.936 1.909  0.20
H -1.571 -1.049 -2.413  0.34
H -0.137 -2.286 1.593  0.21
H 1.793 0.211 -2.042  0.50
H -1.672 -0.361 1.100  0.20
H 0.862 -1.231 2.608  0.23
H -0.152 -1.783 -0.786  0.37
H 1.603 -2.185 1.313  0.22
H 1.320 0.279 0.674  0.20
H -0.179 2.321 1.049  0.21

net charge: 0
Kohn-Sham gap: 9.85 eV
HOMO energy: -9.6 eV
relative energy (zero: lowest compared OMol25 entry of this formula, charge and spin): 60.8 kcal/mol
E_LUMO: 0.3 eV
SMILES: [H]/N=C(\N[C@H](C)C=C)C(=O)O
electronic energy: -13457.304 eV
molar mass: 142.2 g mol⁻¹

---

[2]
2 unconnected molecules or ions with the total composition C6H10N2O2 in a non-equilibrium geometry. Source: OMol25; level of theory: the ωB97M-V functional and the def2-TZVPD basis.

Last column: natural (NBO) charge in e.
Positions of all 20 atoms, in Å:
O 1.325 1.019 -1.649  -0.55
O -0.341 -0.343 -2.133  -0.57
N 0.225 0.578 -1.275  0.36
N 0.619 -0.954 2.929  -0.30
C 0.072 1.747 0.733  -0.66
C -1.838 0.181 -0.061  -0.65
C -0.474 0.777 -0.210  0.15
C 1.001 -0.940 1.844  0.23
C 1.416 -2.352 0.011  -0.26
C 1.621 -1.117 0.642  -0.35
H -2.194 -0.403 -0.857  0.25
H -0.873 2.032 1.346  0.22
H 0.259 -0.319 -2.992  0.50
H -1.904 -0.437 0.908  0.24
H -2.573 1.060 -0.015  0.23
H 0.752 1.337 1.490  0.24
H 2.330 -0.464 0.232  0.26
H 1.920 -2.585 -0.864  0.19
H 0.624 -3.075 0.300  0.21
H 0.466 2.758 0.360  0.25

net charge: 0
Kohn-Sham gap: 8.93 eV
HOMO energy: -8.8 eV
relative energy (zero: lowest compared OMol25 entry of this formula, charge and spin): 132.9 kcal/mol
E_LUMO: 0.1 eV
SMILES: CC(C)=[N+]([O-])O.C=CC#N
electronic energy: -13454.178 eV
molar mass: 142.2 g mol⁻¹

---

[3]
A single C6H10N2O3 molecule in a non-equilibrium geometry. Source: OMol25; level of theory: the ωB97M-V functional and the def2-TZVPD basis.

Last column: natural (NBO) charge in e.
Positions of all 21 atoms, in Å:
O 3.261 2.108 0.275  -0.62
O -1.395 1.404 -0.041  -0.52
O 4.258 -0.561 -0.659  -0.42
N 1.267 1.142 -0.101  -0.45
N 0.457 0.102 -0.436  -0.31
C -0.808 0.223 -0.396  0.52
C 2.627 1.152 -0.184  0.47
C -1.629 -0.977 -0.736  -0.68
C -2.786 1.556 -0.204  -0.25
C 4.348 -1.015 0.714  -0.29
C 3.430 0.301 -1.035  0.28
H -3.347 0.849 0.413  0.18
H 3.514 -1.686 0.925  0.20
H 5.292 -1.547 0.810  0.20
H -0.954 -1.796 -0.958  0.25
H 0.851 1.989 0.283  0.39
H -3.077 1.437 -1.252  0.18
H -2.258 -0.785 -1.603  0.22
H -3.014 2.572 0.115  0.21
H 4.315 -0.158 1.385  0.21
H -2.267 -1.255 0.104  0.22

net charge: 0
Kohn-Sham gap: 8.65 eV
HOMO energy: -8.0 eV
relative energy (zero: lowest compared OMol25 entry of this formula, charge and spin): 125.8 kcal/mol
E_LUMO: 0.7 eV
electronic energy: -15502.550 eV
molar mass: 158.2 g mol⁻¹

---

[4]
A single C6H10N2OS molecule in a non-equilibrium geometry. Source: OMol25; level of theory: the ωB97M-V functional and the def2-TZVPD basis.

Last column: natural (NBO) charge in e.
Positions of all 20 atoms, in Å:
S -1.388 0.499 -0.470  1.31
O -1.582 1.839 -0.106  -0.93
N -0.632 -1.857 1.317  -0.55
N 0.289 -1.334 3.261  -0.44
C -0.254 1.064 -2.785  -0.64
C -0.597 -0.477 1.360  -0.07
C 1.226 0.938 -0.639  -0.67
C 0.133 0.336 -1.493  -0.45
C -0.097 -2.310 2.460  0.15
C 0.019 -0.152 2.573  -0.15
H 2.262 0.829 -0.918  0.23
H 1.022 1.979 -0.192  0.24
H 0.626 1.633 -3.261  0.23
H -0.676 0.367 -3.582  0.22
H 1.112 0.454 0.338  0.24
H -1.081 1.799 -2.598  0.23
H 0.124 -3.250 2.651  0.18
H 0.260 0.742 3.134  0.23
H 0.399 -0.682 -1.773  0.23
H -1.165 -2.414 0.724  0.41

net charge: 0
Kohn-Sham gap: 9.23 eV
HOMO energy: -8.8 eV
relative energy (zero: lowest compared OMol25 entry of this formula, charge and spin): 91.1 kcal/mol
E_LUMO: 0.4 eV
electronic energy: -22243.855 eV
molar mass: 158.2 g mol⁻¹

---

[5]
A single C6H10N2S molecule in a non-equilibrium geometry. Source: OMol25; level of theory: the ωB97M-V functional and the def2-TZVPD basis.

Last column: natural (NBO) charge in e.
Positions of all 19 atoms, in Å:
S -2.729 -0.168 0.210  0.52
N 1.277 -0.315 -0.134  -0.27
N 1.666 0.965 -0.557  -0.67
C -1.552 2.214 -0.102  -0.72
C -1.440 0.870 0.456  -0.38
C -0.673 -1.856 -0.085  -0.38
C 2.375 -1.089 0.708  -0.42
C 0.035 -0.685 -0.305  0.27
C -2.015 -1.669 0.106  -0.44
H 2.042 -2.153 0.642  0.21
H -2.700 -2.499 0.252  0.23
H 1.800 0.997 -1.642  0.35
H -2.149 2.386 -1.030  0.20
H 2.181 -0.670 1.728  0.22
H -0.312 -2.769 -0.500  0.23
H 3.447 -0.961 0.299  0.23
H -1.744 3.035 0.710  0.24
H 0.970 1.782 -0.365  0.37
H -0.476 2.585 -0.393  0.20

net charge: 0
Kohn-Sham gap: 7.58 eV
HOMO energy: -7.0 eV
relative energy (zero: lowest compared OMol25 entry of this formula, charge and spin): 136.5 kcal/mol
E_LUMO: 0.5 eV
electronic energy: -20192.943 eV
molar mass: 142.2 g mol⁻¹

---

[6]
A single C6H10N2S molecule in a non-equilibrium geometry. Source: OMol25; level of theory: the ωB97M-V functional and the def2-TZVPD basis.

Last column: natural (NBO) charge in e.
Positions of all 19 atoms, in Å:
S -0.622 2.008 0.069  0.21
N 2.067 -0.275 0.064  -0.48
N -2.010 -0.336 0.306  -0.51
C 1.158 -2.560 -0.413  -0.70
C -3.379 0.001 0.638  -0.43
C 2.068 1.155 0.223  -0.26
C 1.161 -1.028 -0.210  0.41
C -0.977 0.325 0.051  0.06
C 1.092 1.886 -0.581  -0.52
H -3.791 -0.877 1.289  0.20
H 2.985 1.456 -0.214  0.21
H 0.543 -2.918 0.419  0.25
H 1.172 2.960 -0.687  0.23
H -3.509 0.783 1.395  0.19
H 0.950 1.451 -1.629  0.23
H 2.276 -2.761 -0.441  0.24
H 0.756 -2.706 -1.408  0.24
H -3.911 0.148 -0.235  0.21
H 1.969 1.287 1.362  0.23

net charge: 0
Kohn-Sham gap (spin up / spin down): 7.03 / 7.39 eV
HOMO energy (spin up / spin down): -6.8 / -7.0 eV
relative energy (zero: lowest compared OMol25 entry of this formula, charge and spin): 97.9 kcal/mol
E_LUMO (spin up / spin down): 0.2 / 0.4 eV
electronic energy: -20194.617 eV
molar mass: 142.2 g mol⁻¹

---

[7]
2 unconnected molecules or ions with the total composition C6H10N3 in a non-equilibrium geometry. Source: OMol25; level of theory: the ωB97M-V functional and the def2-TZVPD basis.

Last column: natural (NBO) charge in e.
Positions of all 19 atoms, in Å:
N 1.109 -0.308 -0.379  -0.70
N -1.718 0.112 -0.060  -0.47
N -3.741 0.660 0.158  -0.48
C 4.472 0.317 0.303  -0.25
C 3.460 -0.490 -0.098  -0.32
C -2.501 1.125 0.173  0.24
C -3.692 -0.724 -0.092  -0.05
C -2.371 -1.033 -0.211  -0.05
C 2.165 -0.023 0.238  0.15
H 1.348 -1.135 -0.948  0.35
H -2.026 -1.960 -0.608  0.26
H -0.675 0.241 -0.037  0.49
H -4.526 1.400 0.154  0.47
H 4.360 1.182 1.047  0.21
H 3.704 -1.138 -0.922  0.23
H -2.221 2.132 0.429  0.25
H -4.620 -1.279 0.088  0.26
H 5.379 0.205 -0.245  0.21
H 2.093 0.718 1.010  0.18

net charge: +1
Kohn-Sham gap: 10.31 eV
HOMO energy: -13.0 eV
relative energy (zero: lowest compared OMol25 entry of this formula, charge and spin): 34.6 kcal/mol
E_LUMO: -2.7 eV
electronic energy: -10846.761 eV
molar mass: 124.2 g mol⁻¹

---

[8]
A molecular structure, C6H10N3 in a non-equilibrium geometry. Source: OMol25; level of theory: the ωB97M-V functional and the def2-TZVPD basis.

Last column: natural (NBO) charge in e.
Positions of all 19 atoms, in Å:
N 0.648 -1.747 -0.071  -0.46
N -1.350 1.357 0.322  -0.28
N 0.122 0.304 -0.015  -0.20
C 1.468 0.297 0.061  0.12
C -2.412 0.475 -0.074  -0.28
C -0.363 -0.886 -0.038  0.38
C -1.836 -1.049 0.019  -0.43
C 1.821 -1.068 0.115  -0.05
C 2.325 1.455 -0.068  -0.67
H -1.022 2.108 -0.215  0.38
H 0.508 -2.796 0.142  0.46
H -3.029 0.705 -1.014  0.24
H -3.101 0.473 0.799  0.25
H -2.297 -1.661 -0.850  0.27
H 2.374 1.913 0.897  0.25
H 2.644 -1.678 0.178  0.24
H 2.146 2.261 -0.907  0.26
H -2.077 -1.520 0.995  0.26
H 3.429 1.059 -0.278  0.26

net charge: +1
Kohn-Sham gap: 8.56 eV
HOMO energy: -13.2 eV
relative energy (zero: lowest compared OMol25 entry of this formula, charge and spin): 75.0 kcal/mol
E_LUMO: -4.6 eV
electronic energy: -10845.010 eV
molar mass: 124.2 g mol⁻¹

---

[9]
A gas-phase ion, C6H10N3O (charge +1) in a non-equilibrium geometry. Source: OMol25; level of theory: the ωB97M-V functional and the def2-TZVPD basis.

Last column: natural (NBO) charge in e.
Positions of all 20 atoms, in Å:
O -0.271 -2.144 0.960  -0.54
N 0.637 -0.055 -0.393  -0.09
N -1.992 -0.570 0.643  -0.61
N -0.279 0.863 -0.265  -0.28
C 2.024 -0.176 0.008  -0.02
C -1.432 -1.804 0.826  0.55
C -2.421 1.722 -0.039  -0.65
C 3.279 0.464 -0.596  -0.62
C 1.160 -1.230 -0.488  0.26
C -1.501 0.540 0.005  0.49
H -3.056 -0.648 0.645  0.44
H -2.237 -2.510 0.864  0.15
H -3.332 1.498 -0.396  0.23
H 0.924 -2.120 -0.992  0.26
H 3.257 1.516 -0.309  0.24
H 3.179 0.389 -1.670  0.22
H 4.043 -0.097 -0.158  0.24
H 2.166 -0.133 1.064  0.20
H -2.381 2.101 0.965  0.26
H -1.768 2.392 -0.673  0.27

net charge: +1
Kohn-Sham gap: 9.56 eV
HOMO energy: -13.9 eV
relative energy (zero: lowest compared OMol25 entry of this formula, charge and spin): 132.6 kcal/mol
E_LUMO: -4.4 eV
SMILES: C/C(=N/[N+]1=C[C@H]1C)NC=O
electronic energy: -12890.892 eV
molar mass: 140.2 g mol⁻¹

---

[10]
A gas-phase ion, C6H10N3O2S (charge +1) in a non-equilibrium geometry. Source: OMol25; level of theory: the ωB97M-V functional and the def2-TZVPD basis.

Last column: natural (NBO) charge in e.
Positions of all 22 atoms, in Å:
S -1.563 -2.539 -0.041  -0.08
O -0.248 -0.182 1.844  -0.64
O -4.195 -2.308 -0.419  -0.43
N -0.185 0.121 -0.421  -0.42
N -3.137 -0.332 -0.045  -0.03
N -2.314 0.279 0.573  -0.15
C 1.069 -0.769 -0.529  -0.22
C -0.966 -0.211 0.752  0.66
C 0.329 1.579 -0.316  -0.20
C 1.710 1.329 0.250  -0.42
C 2.255 0.147 -0.556  -0.45
C -3.152 -1.842 -0.217  0.41
H 1.523 1.051 1.281  0.23
H 2.322 2.359 0.178  0.26
H 0.451 1.984 -1.264  0.23
H 1.123 -1.419 0.438  0.25
H 1.168 -1.416 -1.314  0.26
H 3.354 -0.183 -0.345  0.29
H -0.779 -0.315 2.641  0.54
H 2.356 0.554 -1.555  0.21
H -0.362 2.072 0.279  0.23
H -0.760 0.042 -1.214  0.46

net charge: +1
Kohn-Sham gap: 7.95 eV
HOMO energy: -13.3 eV
relative energy (zero: lowest compared OMol25 entry of this formula, charge and spin): 87.0 kcal/mol
E_LUMO: -5.4 eV
SMILES: [O-]C(=S)N=[N+]=C(O)[NH+]1CCCC1
electronic energy: -25773.487 eV
molar mass: 188.2 g mol⁻¹

---

[11]
A gas-phase ion, C6H10N3O2S (charge +1) in a non-equilibrium geometry. Source: OMol25; level of theory: the ωB97M-V functional and the def2-TZVPD basis.

Last column: natural (NBO) charge in e.
Positions of all 22 atoms, in Å:
S -0.274 0.968 1.681  0.37
O 0.938 -1.652 1.912  -0.57
O 0.834 -3.625 0.880  -0.63
N -0.045 -2.730 -1.368  -0.84
N -1.002 2.994 -0.437  -0.24
N 0.575 3.960 0.981  -0.66
C -0.087 -1.768 -0.295  -0.17
C -0.217 0.784 0.044  -0.02
C 0.404 -0.372 -0.706  -0.49
C -0.565 3.629 0.621  0.21
C -0.728 1.816 -0.800  0.01
C 0.591 -2.315 0.955  0.83
H -1.136 -1.656 0.044  0.24
H 0.290 -0.403 1.902  0.28
H -0.039 -0.028 -1.678  0.25
H -0.905 1.564 -1.911  0.22
H -1.453 4.017 1.002  0.18
H -0.918 -2.956 -1.749  0.40
H 0.907 4.638 1.747  0.42
H 0.640 -2.590 -2.093  0.40
H 0.743 -4.009 -0.125  0.55
H 1.448 -0.266 -0.606  0.28

net charge: +1
Kohn-Sham gap (spin up / spin down): 6.69 / 6.69 eV
HOMO energy (spin up / spin down): -13.1 / -13.1 eV
relative energy (zero: lowest compared OMol25 entry of this formula, charge and spin): 64.7 kcal/mol
E_LUMO (spin up / spin down): -6.4 / -6.4 eV
electronic energy: -25774.452 eV
molar mass: 188.2 g mol⁻¹

---

[12]
A gas-phase ion, C6H10N3S (charge +1) in a non-equilibrium geometry. Source: OMol25; level of theory: the ωB97M-V functional and the def2-TZVPD basis.

Last column: natural (NBO) charge in e.
Positions of all 20 atoms, in Å:
S 1.898 1.873 0.657  -0.02
N -2.190 0.219 0.943  -0.44
N 1.088 -0.978 0.282  -0.43
N -1.590 -0.749 -0.948  -0.36
C 2.561 0.762 -0.567  -0.57
C 1.607 -0.445 -0.871  -0.26
C -3.234 0.321 0.077  -0.02
C -0.038 -0.752 0.849  0.25
C -2.828 -0.359 -1.073  -0.04
C -1.237 -0.354 0.298  0.14
H 3.540 0.241 -0.167  0.24
H 1.807 -1.437 0.792  0.42
H -4.184 0.843 0.288  0.25
H -0.014 -1.002 2.016  0.24
H -3.364 -0.371 -1.939  0.23
H 2.139 -1.307 -1.337  0.24
H 2.410 1.358 1.975  0.16
H 2.751 1.355 -1.461  0.27
H -1.921 0.772 1.693  0.43
H 0.798 0.010 -1.505  0.25

net charge: +1
Kohn-Sham gap: 8.01 eV
HOMO energy: -12.9 eV
relative energy (zero: lowest compared OMol25 entry of this formula, charge and spin): 37.0 kcal/mol
E_LUMO: -4.9 eV
SMILES: SCC/[NH+]=C\c1ncc[nH]1
electronic energy: -21681.352 eV
molar mass: 156.2 g mol⁻¹